Record 1
# C23H44Br2N3O8P2

C23H44Br2N3O8P2 as an isolated structure in a non-equilibrium geometry (ωB97M-V with the def2-TZVPD basis set, OMol25).

As for the spin multiplicity: 1. The value obtained for the HOMO energy is -11.133 eV. The calculation puts the total energy at -7499.0378 Eh. Its frontier orbital gap is 5.74 eV. Its total charge is +1.

Last column: Löwdin charge in e.
Element x y z (Å)
C (-0.27336, 3.78221, -0.63345)  0.1554
C (0.98284, 4.07532, -0.94925)  -0.0686
C (2.29142, 4.43844, -1.77588)  -0.0245
C (3.13206, 3.33900, -2.61364)  -0.0490
C (2.74653, 1.78076, -2.65094)  -0.6609
Br (0.85822, 1.39597, -3.13430)  0.6668
C (3.16516, 1.12083, -1.19458)  -0.6870
C (4.64027, 0.42774, -1.39457)  -0.1557
Br (1.92504, -0.36642, -0.66276)  0.6491
C (4.36779, 4.02664, -3.31763)  0.0072
N (4.81039, 5.37622, -3.35960)  0.0718
N (4.10458, 6.26758, -2.65826)  0.0633
C (2.95434, 5.85275, -1.90733)  -0.0380
C (2.22309, 7.04748, -1.05701)  -0.1620
N (3.23474, 8.02029, -0.51096)  -0.1647
C (4.12391, 7.39055, 0.52078)  -0.1352
H (-1.39369, 3.55061, -0.42713)  0.0995
H (3.41551, 1.22366, -3.42935)  0.1125
H (3.29387, 1.90635, -0.36648)  0.1029
H (4.52314, -0.62466, -1.85371)  0.0832
H (5.23802, 0.35213, -0.41578)  0.0935
H (5.28262, 1.04496, -2.14729)  0.0806
H (5.04177, 3.28470, -3.91646)  0.1407
H (4.42889, 7.26509, -2.64623)  0.1925
H (1.67300, 6.60030, -0.12603)  0.1311
H (1.42975, 7.59736, -1.70717)  0.1494
H (2.78588, 8.88101, -0.16220)  0.1153
H (5.21967, 7.63967, 0.21049)  0.0941
H (4.05075, 6.24429, 0.58773)  0.0893
H (3.95499, 7.80755, 1.58303)  0.0992
O (3.39621, -5.19588, 0.37702)  -0.2127
P (2.73246, -6.18213, -0.59805)  0.7638
O (1.32109, -5.31365, -0.73408)  -0.2427
C (1.38906, -3.97639, -1.20636)  -0.3279
C (1.66420, -3.92690, -2.69650)  -0.0756
O (2.28608, -7.25435, 0.58941)  -0.2511
C (3.22069, -7.59157, 1.60927)  -0.2980
C (2.81402, -6.92459, 2.90991)  -0.0774
O (2.07775, -7.30101, -1.72059)  -0.2677
C (0.76529, -7.84121, -1.56296)  -0.2873
C (-0.14871, -7.31684, -2.65423)  -0.0737
H (2.14387, -3.40727, -0.65691)  0.0656
H (0.42228, -3.50839, -0.99729)  0.1164
H (2.59735, -4.44316, -2.94243)  0.0752
H (1.73519, -2.89173, -3.04051)  0.0626
H (0.86655, -4.42174, -3.25515)  0.0719
H (4.23897, -7.31401, 1.32091)  0.1036
H (3.20381, -8.67879, 1.73201)  0.1183
H (2.71614, -5.84199, 2.79501)  0.0702
H (3.54845, -7.12239, 3.69585)  0.0779
H (1.84074, -7.29713, 3.24043)  0.0776
H (0.33114, -7.63248, -0.58402)  0.1122
H (0.85640, -8.92703, -1.65856)  0.1239
H (-0.39288, -6.26596, -2.48694)  0.0580
H (-1.08809, -7.87714, -2.67200)  0.0811
H (0.32747, -7.38477, -3.63630)  0.0814
O (-3.47180, 2.44722, 2.04079)  -0.2356
P (-4.50782, 1.53428, 2.71762)  0.7654
O (-5.13105, 0.94997, 1.29166)  -0.2435
C (-4.25928, 0.28102, 0.39117)  -0.3025
C (-3.89202, -1.10037, 0.89620)  -0.0737
O (-5.58919, 2.76198, 3.00591)  -0.2494
C (-5.11306, 4.00350, 3.51411)  -0.2980
C (-5.15346, 5.04954, 2.41577)  -0.0787
O (-5.60183, 0.50564, 3.54453)  -0.2653
C (-6.99062, 0.46426, 3.21205)  -0.2855
C (-7.33683, -0.87304, 2.58542)  -0.0713
H (-3.35956, 0.87456, 0.20668)  0.0926
H (-4.78469, 0.19349, -0.56427)  0.1218
H (-3.41888, -1.04694, 1.88169)  0.0739
H (-3.20471, -1.59302, 0.20393)  0.0771
H (-4.78213, -1.72466, 1.00070)  0.0721
H (-4.10615, 3.90136, 3.92988)  0.1026
H (-5.77277, 4.30447, 4.33353)  0.1195
H (-4.58962, 4.73180, 1.53479)  0.0648
H (-4.73866, 5.99908, 2.76610)  0.0764
H (-6.18288, 5.21831, 2.08876)  0.0792
H (-7.29635, 1.27456, 2.54851)  0.1122
H (-7.54376, 0.57860, 4.14874)  0.1243
H (-6.93338, -0.94581, 1.57360)  0.0593
H (-8.42155, -0.99832, 2.52005)  0.0825
H (-6.91467, -1.70135, 3.16111)  0.0826

Record 2
# C23H44Cl3LaN4O3SSi

C23H44Cl3LaN4O3SSi as an isolated structure in a non-equilibrium geometry (ωB97M-V with the def2-TZVPD basis set, OMol25).

As for the spin multiplicity: 1. The value obtained for the HOMO energy is -8.308 eV. The calculation puts the total energy at -3447.6947 Eh. Its frontier orbital gap is 8.46 eV.

Last column: Löwdin charge in e.
Element x y z (Å)
C (2.34562, 7.19327, -1.83006)  -0.0456
C (2.19802, 7.41305, -3.30146)  -0.2237
H (3.38845, 7.33387, -1.52494)  0.0749
H (2.03783, 6.17969, -1.54241)  0.0096
H (1.75389, 7.91679, -1.24843)  0.0953
C (2.91630, 8.32803, -3.97854)  -0.1137
C (3.96749, 9.19817, -3.38054)  -0.1057
H (2.70434, 8.50934, -5.03312)  0.0982
H (4.69237, 8.61853, -2.79551)  0.0717
H (3.55391, 9.98250, -2.73180)  0.0818
H (4.51780, 9.69884, -4.18431)  0.0673
La (-0.12507, 1.47569, -0.71099)  1.3564
Cl (-2.40656, 0.87014, 0.68356)  -0.2147
Cl (-1.71577, 3.44753, -1.76840)  -0.1855
C (-2.03703, 0.66239, -3.20521)  -0.3444
O (-0.95191, 0.27047, -2.67923)  -0.2563
N (-2.29760, 0.54048, -4.49756)  -0.1590
C (-1.32731, -0.13564, -5.35550)  -0.0188
C (-3.38937, 1.28465, -5.12391)  -0.0233
H (-2.78147, 1.19113, -2.59254)  0.0824
H (-0.98144, -1.05161, -4.86605)  0.0998
H (-0.46507, 0.51401, -5.56342)  0.0816
H (-1.82555, -0.38030, -6.29378)  0.0897
H (-4.17205, 1.43750, -4.37145)  0.0998
H (-3.78459, 0.70323, -5.96350)  0.0900
H (-3.03974, 2.26557, -5.48671)  0.0914
H (4.47080, 1.36532, 2.07491)  0.1026
H (3.88296, 2.86160, -0.65533)  0.0169
C (4.95078, 0.77677, 1.27738)  -0.0376
C (4.53338, 1.99788, -0.86288)  -0.0422
N (4.21288, 0.88135, 0.02742)  -0.1655
H (4.98889, -0.27080, 1.59363)  0.0916
C (3.08219, 0.18660, -0.12482)  -0.3004
O (2.14288, 0.54163, -0.88178)  -0.2957
H (4.39366, 1.68712, -1.90515)  0.0946
H (3.00223, -0.74391, 0.46204)  0.1118
H (5.96157, 1.16247, 1.12507)  0.0874
H (5.57639, 2.26772, -0.67525)  0.0881
O (1.61518, 5.15151, -3.73184)  -0.1711
C (1.21144, 6.49132, -4.01043)  -0.2706
C (2.11732, 6.53803, -6.38954)  -0.0719
C (1.06101, 6.77085, -5.50480)  -0.2071
H (3.07288, 6.18325, -5.99037)  0.1230
C (1.93735, 6.75275, -7.75904)  -0.0768
H (0.24021, 6.62294, -3.50266)  0.1560
C (-0.16438, 7.26192, -5.97739)  -0.0338
H (2.76063, 6.52421, -8.43400)  0.1032
C (0.72034, 7.24309, -8.23853)  -0.0929
C (-0.32284, 7.51377, -7.34453)  -0.0829
H (-0.96691, 7.42908, -5.25252)  0.1209
H (0.59337, 7.41818, -9.30835)  0.0991
H (-1.27066, 7.91319, -7.70469)  0.0998
Si (1.40748, 3.68043, -4.50343)  0.3857
Cl (1.57148, 3.81299, -0.38307)  -0.1490
C (2.84695, 3.37563, -5.64998)  -0.1594
C (-0.24577, 3.61719, -5.37243)  -0.1334
C (1.46639, 2.42858, -3.15482)  -0.2742
H (2.77463, 3.95152, -6.58241)  0.0175
H (2.85587, 2.30360, -5.90364)  0.0329
H (3.79762, 3.62923, -5.15549)  0.0425
H (2.42876, 2.42619, -2.63316)  -0.0002
H (1.16122, 1.40864, -3.42721)  0.0363
H (0.70940, 2.90801, -2.49339)  -0.1371
H (-0.38331, 4.46219, -6.06172)  0.0305
H (-1.04980, 3.64747, -4.61986)  0.0071
H (-0.31288, 2.68304, -5.95243)  0.0211
C (-2.43715, -2.54980, 2.85992)  -0.0789
N (-1.42949, -1.76748, 2.14893)  -0.0667
C (-0.32348, -2.29756, 1.59347)  -0.8436
S (0.34018, -1.74224, 0.12129)  0.5952
N (0.25306, -3.33344, 2.25544)  -0.0566
C (0.23704, -3.46450, 3.71476)  -0.0834
H (-2.37348, -3.62668, 2.64899)  0.0915
H (-3.43375, -2.19805, 2.56978)  0.0915
H (-2.32125, -2.39007, 3.93892)  0.0764
H (-1.77370, -0.90489, 1.67623)  -0.0554
H (1.07899, -3.69083, 1.77615)  0.1105
H (-0.48172, -4.23768, 4.00990)  0.0779
H (1.23837, -3.77345, 4.03214)  0.0865
H (-0.02693, -2.52677, 4.21679)  0.0890